[1]
Density functional theory data (wB97M-V/def2-TZVPD) for a molecular structure, B3H12Tl.

```
16
Properties=species:S:1:pos:R:3:lowdin_charge:R:1
Tl -0.0227 0.1992 -0.2416 1.314
B -1.1068 -0.1165 1.7709 -0.350
H -0.2597 0.5518 1.7707 -0.032
H -1.5253 -0.1587 2.7645 0.035
H -1.8001 0.3998 1.1252 -0.018
H -0.8848 -1.1398 1.5107 -0.057
B 1.1288 2.1365 -1.2702 -0.326
H 0.8694 2.6791 -0.3744 -0.038
H 1.7826 1.3183 -1.0104 -0.046
H 0.2355 1.7768 -1.7571 -0.048
H 1.6892 2.7801 -1.9305 0.017
B -0.0029 -2.0843 -0.5065 -0.361
H -0.5282 -1.9602 0.4279 -0.082
H -0.6191 -1.5769 -1.2325 -0.017
H 0.9813 -1.6510 -0.4183 -0.017
H 0.0628 -3.1543 -0.6284 0.027
```

Results
HOMO energy: -10.21 eV
Charge: 0
DFT total energy: -253.77945 a.u.
HOMO-LUMO gap: 0.265 Eh
ΔE to the lowest compared entry with this formula, charge and spin: 22.9 kcal per mole

[2]
Density functional theory data (wB97M-V/def2-TZVPD) for a molecular structure, B4CuF16.

```
21
Properties=species:S:1:pos:R:3:mulliken_spin:R:1
Cu -17.5021 -10.3556 -4.6566 0.250
B -17.6105 -14.0914 -4.4152 0.000
F -16.3135 -14.5156 -4.5776 0.000
F -18.4375 -15.1951 -4.1436 0.002
F -17.6772 -13.2978 -3.3299 0.005
F -17.9615 -13.3921 -5.5284 0.000
B -16.0746 -9.4513 -8.1813 -0.001
F -15.5599 -8.3415 -8.7700 0.000
F -17.2632 -9.1189 -7.6137 0.010
F -16.3250 -10.5104 -8.9780 0.003
F -15.2559 -9.8687 -7.1389 0.006
B -21.2667 -9.4132 -3.5826 -0.023
F -20.3591 -9.6110 -2.6423 0.186
F -21.1207 -8.1000 -4.0390 0.103
F -20.8718 -10.2916 -4.5272 0.148
F -22.5911 -9.6038 -3.0986 0.005
B -15.8411 -7.5108 -2.4331 -0.014
F -15.7493 -8.8924 -2.4282 0.152
F -16.6003 -7.1552 -1.2747 0.042
F -14.5924 -6.9708 -2.3985 0.003
F -16.5970 -7.3374 -3.5782 0.125
```

Results
HOMO energy (spin up / spin down): -6.65 / -6.60 eV
Charge: -2
Spin multiplicity: 2
DFT total energy: -3338.53119 a.u.
HOMO-LUMO gap (spin up / spin down): 0.320 / 0.109 Eh
ΔE to the lowest compared entry with this formula, charge and spin: 165.7 kcal per mole

[3]
Density functional theory data (wB97M-V/def2-TZVPD) for a molecular structure, BCsF4.

```
6
Properties=species:S:1:pos:R:3:lowdin_charge:R:1
Cs -0.8243 -2.6488 3.2547 0.979
B 0.1153 0.5243 -0.6118 -1.347
F -1.1323 0.0064 -0.3413 0.107
F 0.3186 0.6598 -2.0106 0.058
F 0.3960 1.7705 -0.0794 0.104
F 1.1267 -0.3123 -0.2116 0.099
```

Results
HOMO energy: -9.63 eV
Charge: 0
DFT total energy: -444.66115 a.u.
HOMO-LUMO gap: 0.289 Eh
ΔE to the lowest compared entry with this formula, charge and spin: 36.9 kcal per mole

[4]
Density functional theory data (wB97M-V/def2-TZVPD) for 8 unconnected molecules or ions with the total composition BF4H14O7.

```
26
Properties=species:S:1:pos:R:3:lowdin_charge:R:1
B 0.1014 0.3394 0.0667 -1.217
F 0.6813 1.5876 0.3152 0.124
F -1.1679 0.4879 -0.5694 0.076
F 0.8982 -0.3988 -0.8554 0.083
F -0.0670 -0.3758 1.2499 0.130
O 2.3983 0.8482 2.7396 -0.060
H 1.6182 0.6898 2.1881 -0.005
H 2.4870 1.8059 2.7506 0.030
O -3.0775 2.4157 -1.1374 -0.078
H -3.4612 2.6585 -0.2901 0.020
H -2.2497 1.9446 -0.9080 0.010
O 3.6646 0.1064 -1.2650 -0.071
H 3.5862 1.0642 -1.2402 0.027
H 2.8218 -0.2079 -0.8903 0.011
O -1.9442 0.7655 3.3479 -0.058
H -1.9115 1.6851 3.0651 0.030
H -1.0195 0.4931 3.3988 0.025
O -2.7119 -1.9231 -0.1107 -0.066
H -2.2239 -1.1249 0.1523 0.009
H -2.7396 -1.8676 -1.0703 0.032
O 0.9605 -3.1639 -0.1077 -0.067
H 1.0518 -2.2463 0.1854 0.005
H 0.0933 -3.4294 0.2192 0.028
O 0.8837 -0.4848 -4.0291 -0.065
H 0.5232 -0.2257 -3.1689 0.017
H 0.8043 -1.4436 -4.0362 0.030
```

Results
HOMO energy: -8.00 eV
Charge: -1
DFT total energy: -959.74709 a.u.
HOMO-LUMO gap: 0.398 Eh
ΔE to the lowest compared entry with this formula, charge and spin: 4.6 kcal per mole

[5]
Density functional theory data (wB97M-V/def2-TZVPD) for 11 unconnected molecules or ions with the total composition BF4H20O10.

```
35
Properties=species:S:1:pos:R:3:lowdin_charge:R:1
B 0.0946 0.2020 0.1026 -1.362
F -1.0981 0.7529 -0.3157 0.174
F 1.1462 0.3173 -0.7519 0.150
F 0.5244 0.7024 1.3174 0.141
F -0.0788 -1.1412 0.3492 0.149
O -0.8811 -2.5944 3.2092 -0.059
H -1.6060 -2.3788 3.7960 0.020
H -0.8883 -1.8976 2.5529 -0.011
O -0.4669 -3.3919 -0.8769 -0.051
H -0.4295 -2.7304 -0.1861 0.001
H 0.4266 -3.4340 -1.2176 0.028
O 2.7928 0.2043 2.8609 -0.052
H 2.2418 0.3943 3.6202 0.026
H 2.2417 0.4123 2.1064 -0.004
O -0.2349 3.1546 -2.0769 -0.038
H -0.0300 3.8422 -1.4433 0.035
H -0.1636 2.3403 -1.5788 -0.010
O 3.0581 2.0899 -1.2898 -0.051
H 3.2594 2.0202 -2.2230 0.031
H 2.2737 1.5539 -1.1729 -0.018
O 2.6391 -1.7046 -1.0699 -0.039
H 2.4936 -0.8455 -0.6737 0.005
H 3.2416 -1.5359 -1.7943 0.031
O 0.2689 3.4534 1.9944 -0.050
H 0.8772 3.6974 2.6920 0.026
H 0.6091 2.6241 1.6584 -0.003
O -3.0128 -1.6571 -1.6555 -0.036
H -3.4854 -2.4549 -1.8929 0.052
H -2.1391 -1.9602 -1.4085 0.016
O -2.1186 0.4496 -3.2871 -0.062
H -1.4155 0.7746 -2.7247 -0.004
H -2.5228 -0.2561 -2.7823 -0.027
O -2.5814 -0.7102 1.4848 -0.036
H -1.9038 -0.3209 0.9321 -0.016
H -3.1323 0.0281 1.7449 0.046
```

Results
HOMO energy: -7.78 eV
Charge: -1
DFT total energy: -1189.05682 a.u.
HOMO-LUMO gap: 0.388 Eh
ΔE to the lowest compared entry with this formula, charge and spin: 21.2 kcal per mole

[6]
Density functional theory data (wB97M-V/def2-TZVPD) for 12 unconnected molecules or ions with the total composition BF4H22O11.

```
38
Properties=species:S:1:pos:R:3:lowdin_charge:R:1
B 10.9330 3.6610 21.9400 -1.242
F 12.2700 3.4130 21.6700 0.150
F 10.2850 3.6950 20.7000 0.115
F 10.4350 2.6000 22.6750 0.141
F 10.7190 4.8100 22.7570 0.103
O 12.3260 4.0680 18.9540 -0.035
H 12.3010 4.9610 18.6580 0.037
H 11.5260 3.9210 19.4970 0.014
O 8.5300 6.4450 22.7320 -0.061
H 7.9880 6.0030 23.3790 0.021
H 9.4210 6.1100 22.9070 0.002
O 10.1930 6.6750 19.5590 0.006
H 10.4070 7.1730 20.3000 -0.015
H 10.1660 5.8570 19.9930 -0.028
O 7.7070 2.8240 23.5750 -0.086
H 8.6680 2.9250 23.5880 0.016
H 7.3960 2.8150 22.6350 -0.002
O 9.2090 4.1190 18.0310 -0.043
H 9.3320 3.7000 18.8890 -0.001
H 10.0520 4.0850 17.5860 0.024
O 7.1130 2.4320 21.0430 -0.011
H 7.7510 1.8850 20.5770 0.060
H 7.3490 3.2940 20.7110 0.057
O 12.7640 6.5600 21.3440 -0.012
H 11.9890 7.0590 21.6740 0.050
H 12.6530 5.7800 21.7930 -0.041
O 8.4930 0.1830 23.2460 -0.062
H 8.4830 1.1360 23.1430 -0.036
H 9.2930 -0.0320 22.8110 -0.055
O 14.9420 4.0840 19.8340 -0.026
H 13.9660 4.1400 19.8640 0.011
H 15.1930 4.8560 19.4630 -0.028
O 10.4160 0.0470 21.5130 -0.018
H 10.8100 0.8820 21.7590 0.029
H 9.7760 0.2180 20.8350 0.043
O 14.3290 1.7010 21.2760 -0.028
H 13.6280 2.0730 21.7640 -0.020
H 14.8900 2.4130 21.0700 -0.028
```

Results
HOMO energy: -7.67 eV
Charge: -1
DFT total energy: -1265.48722 a.u.
HOMO-LUMO gap: 0.375 Eh
ΔE to the lowest compared entry with this formula, charge and spin: 26.5 kcal per mole